# 1
Formula: C2H2NO3
Source: the OMol25 dataset
Level of theory: ωB97M-V with the def2-TZVPD basis set

Its orbital gap (spin up / spin down) is 7.47 / 7.61 eV. The value obtained for the strongest force on any atom is 2.9 eV/A. The calculation puts the energy above the lowest of the compared OMol25 structures with the same formula, charge and spin at 770.9 kJ/mol. As for the net charge: -1. Its electronic energy is -357.70550 a.u.

Cartesian coordinates (Å):
C  -0.622  0.130  0.033
C  0.964  1.850  -2.454
N  0.896  0.429  -1.976
O  1.705  2.735  -2.027
O  1.687  -0.404  -2.411
O  0.079  1.764  -3.290
H  -0.381  -0.699  0.778
H  0.094  0.889  -0.036

# 2
Formula: C12H9N
Source: the OMol25 dataset
Level of theory: ωB97M-V with the def2-TZVPD basis set

Its orbital gap is 9.85 eV. Its SMILES is N#C[C@@]12C=C[C@@H](C1)c1ccccc12. The value obtained for the strongest force on any atom is 5.6 eV/A. The calculation puts the energy above the lowest of the compared OMol25 structures with the same formula, charge and spin at 300.0 kJ/mol. Its electronic energy is -517.33292 a.u.

Cartesian coordinates (Å):
N  3.546  -1.588  -0.327
C  2.605  -0.984  -0.076
C  1.436  -0.083  0.074
C  1.531  0.933  1.225
C  0.708  1.942  0.899
C  0.092  1.712  -0.431
C  1.261  0.917  -1.111
C  -0.831  0.472  -0.266
C  -2.189  0.251  -0.265
C  -2.681  -1.025  0.078
C  -1.818  -2.105  0.220
C  -0.421  -1.870  0.265
C  0.013  -0.587  0.103
H  2.144  0.556  1.990
H  0.359  2.836  1.434
H  -0.230  2.516  -0.915
H  1.017  0.425  -1.948
H  1.976  1.641  -1.406
H  -2.840  0.979  -0.443
H  -3.782  -1.284  0.100
H  -2.297  -3.151  0.443
H  0.400  -2.504  0.357

# 3
Formula: C42H62N8O2Ru
Source: the OMol25 dataset
Level of theory: ωB97M-V with the def2-TZVPD basis set

Its orbital gap (spin up / spin down) is 4.61 / 4.96 eV. The value obtained for the strongest force on any atom is 1.9 eV/A. As for the multiplicity: 6. As for the net charge: +1. Its electronic energy is -2320.81225 a.u.

Cartesian coordinates (Å):
Ru  -0.173  -0.532  1.000
C  4.157  4.462  1.597
C  3.740  3.283  2.495
C  2.364  2.744  2.187
C  1.163  3.323  2.375
C  0.916  4.719  2.888
C  0.728  5.729  1.727
C  0.147  2.344  2.048
C  -1.246  2.481  2.176
C  -2.199  1.537  1.895
C  -3.634  1.747  2.065
C  -4.152  3.021  2.613
C  -4.189  4.176  1.604
C  -4.252  0.632  1.665
C  -3.202  -0.325  1.237
C  -3.413  -1.579  0.721
C  -2.381  -2.499  0.380
N  -1.054  -2.284  0.492
C  -0.416  -3.415  0.022
C  0.966  -3.614  -0.021
C  1.956  -2.648  0.181
N  1.682  -1.363  0.625
C  2.902  -0.695  0.642
C  3.114  0.538  1.137
C  2.118  1.423  1.623
N  0.781  1.188  1.584
C  3.949  -1.611  0.235
C  3.389  -2.801  -0.016
C  3.995  -4.155  -0.289
C  3.861  -4.721  -1.700
C  5.423  -1.314  0.346
C  5.961  -1.568  1.746
C  -1.414  -4.401  -0.371
C  -2.638  -3.775  -0.188
C  -3.994  -4.300  -0.542
C  -4.473  -3.737  -1.844
C  -1.140  -5.761  -0.882
C  -0.602  -6.643  0.240
N  -1.984  0.276  1.408
C  -5.673  0.197  1.714
C  -6.026  -0.431  3.061
H  5.064  4.953  1.960
H  3.350  5.205  1.627
H  4.295  4.184  0.523
H  3.798  3.587  3.567
H  4.463  2.455  2.368
H  1.724  5.072  3.492
H  0.023  4.739  3.537
H  1.683  5.938  1.266
H  0.380  6.704  2.124
H  0.007  5.369  1.010
H  -1.586  3.438  2.549
H  -3.598  3.341  3.478
H  -5.172  2.857  3.040
H  -3.207  4.634  1.401
H  -4.889  4.920  1.957
H  -4.548  3.833  0.618
H  -4.409  -1.947  0.673
H  1.320  -4.545  -0.376
H  4.123  0.848  1.207
H  3.587  -4.867  0.420
H  5.054  -4.112  -0.024
H  2.805  -4.890  -1.946
H  4.444  -5.672  -1.736
H  4.285  -4.046  -2.451
H  5.612  -0.280  0.050
H  5.949  -1.965  -0.350
H  5.546  -0.783  2.377
H  7.036  -1.490  1.780
H  5.607  -2.516  2.118
H  -4.653  -4.078  0.318
H  -4.011  -5.378  -0.560
H  -4.498  -2.666  -1.803
H  -5.421  -4.092  -2.217
H  -3.705  -3.933  -2.637
H  -0.406  -5.732  -1.703
H  -2.044  -6.178  -1.333
H  0.288  -6.189  0.670
H  -0.327  -7.668  -0.056
H  -1.356  -6.725  1.050
H  -5.873  -0.508  0.885
H  -6.340  1.015  1.498
H  -5.386  -1.282  3.330
H  -7.019  -0.825  3.044
H  -5.984  0.315  3.833
C  2.987  5.205  -1.989
O  2.908  3.794  -2.210
C  1.794  3.074  -1.899
O  1.814  1.871  -2.002
N  0.671  3.771  -1.603
N  -0.540  3.140  -1.331
H  3.995  5.549  -2.202
H  2.842  5.423  -0.905
H  2.272  5.753  -2.640
H  0.715  4.788  -1.535
H  -1.234  3.479  -1.960
H  -0.879  3.389  -0.402
C  -0.372  0.697  -4.052
C  -0.376  -0.708  -3.488
C  -1.770  -1.313  -3.441
C  0.502  -1.650  -4.280
N  0.180  -0.766  -2.094
N  -0.521  0.101  -1.202
H  -0.586  0.664  -5.128
H  0.585  1.194  -3.883
H  -1.140  1.361  -3.610
H  -2.086  -1.577  -4.441
H  -2.485  -0.610  -3.014
H  -1.725  -2.206  -2.825
H  0.297  -1.640  -5.342
H  0.361  -2.656  -3.899
H  1.556  -1.373  -4.149
H  1.104  -0.414  -2.154
H  -1.554  -0.105  -1.305
H  -0.383  1.079  -1.474

# 4
Formula: C56H147N7O28
Source: the OMol25 dataset
Level of theory: ωB97M-V with the def2-TZVPD basis set

Its orbital gap is 8.47 eV. The value obtained for the strongest force on any atom is 4.0 eV/A. The calculation puts the energy above the lowest of the compared OMol25 structures with the same formula, charge and spin at 1060.8 kJ/mol. Its electronic energy is -4710.93767 a.u.

Cartesian coordinates (Å):
C  3.745  -1.141  1.963
C  4.619  -2.209  1.368
O  5.567  -2.674  2.315
O  4.406  0.060  2.181
H  3.275  -1.429  2.904
H  2.955  -0.699  1.356
H  5.149  -1.883  0.474
H  4.029  -3.031  0.962
H  6.107  -1.937  2.610
H  4.274  0.340  3.090
C  -3.187  -4.078  0.356
C  -1.622  -3.958  0.309
O  -1.295  -3.818  1.627
O  -3.764  -5.273  0.943
H  -3.619  -3.909  -0.630
H  -3.668  -3.219  0.824
H  -1.190  -3.163  -0.297
H  -1.176  -4.837  -0.157
H  -1.312  -4.712  1.976
H  -4.140  -5.046  1.797
C  -6.664  -1.239  -0.900
C  -7.369  -2.536  -1.240
O  -8.340  -2.903  -0.247
O  -5.620  -1.457  0.072
H  -7.257  -0.477  -0.395
H  -6.266  -0.751  -1.790
H  -6.588  -3.284  -1.375
H  -7.941  -2.460  -2.165
H  -8.809  -3.553  -0.775
H  -6.157  -1.554  0.861
C  -3.960  1.921  -0.568
C  -5.038  2.990  -0.564
O  -5.063  3.845  -1.682
O  -4.482  0.789  -1.334
H  -3.538  1.503  0.346
H  -3.065  2.307  -1.056
H  -4.631  3.597  0.244
H  -6.039  2.570  -0.463
H  -5.028  3.284  -2.459
H  -4.518  0.040  -0.734
C  0.458  -6.630  -3.466
C  0.466  -5.201  -2.945
O  0.648  -4.235  -3.961
O  1.780  -7.225  -3.675
H  -0.210  -6.626  -4.328
H  -0.138  -7.203  -2.756
H  1.244  -5.030  -2.201
H  -0.480  -4.965  -2.457
H  1.277  -4.674  -4.539
H  1.900  -7.482  -4.592
C  0.637  -1.354  -1.427
C  0.187  0.100  -1.189
O  -1.227  0.221  -1.178
O  0.872  -2.080  -0.200
H  1.592  -1.428  -1.948
H  -0.146  -1.918  -1.935
H  0.480  0.691  -2.056
H  0.670  0.490  -0.293
H  -1.739  -0.385  -1.718
H  0.109  -2.363  0.309
C  -3.018  0.648  4.209
C  -2.957  -0.627  3.378
O  -4.190  -0.750  2.652
O  -3.136  1.905  3.576
H  -2.161  0.796  4.866
H  -3.913  0.557  4.823
H  -2.858  -1.492  4.034
H  -2.181  -0.550  2.617
H  -3.990  -1.124  1.791
H  -3.813  1.941  2.896
C  -7.651  -10.046  2.958
O  -6.893  -9.023  2.409
C  -7.664  -8.224  1.459
C  -6.787  -7.132  0.865
N  -6.352  -5.989  1.773
C  -5.761  -6.378  3.095
C  -5.253  -5.166  3.816
O  -3.971  -4.621  3.600
C  -2.993  -4.807  4.573
H  -7.173  -11.019  2.839
H  -8.621  -10.107  2.466
H  -7.834  -9.886  4.021
H  -8.466  -7.695  1.975
H  -8.107  -8.901  0.728
H  -6.997  -6.843  -0.165
H  -5.780  -7.522  0.715
H  -5.714  -5.394  1.263
H  -5.105  -7.245  3.017
H  -6.534  -6.889  3.669
H  -5.298  -5.493  4.854
H  -6.002  -4.390  3.654
H  -3.170  -4.251  5.493
H  -2.040  -4.409  4.225
H  -2.778  -5.814  4.931
C  -3.291  11.747  -7.481
O  -3.490  10.406  -7.333
C  -2.766  9.570  -8.266
C  -3.642  8.255  -8.559
N  -3.249  7.177  -7.606
C  -3.988  7.303  -6.298
C  -3.744  6.171  -5.209
O  -2.372  6.106  -4.825
C  -2.186  5.323  -3.626
H  -3.943  12.224  -6.750
H  -3.510  11.974  -8.525
H  -2.339  12.169  -7.161
H  -1.737  9.465  -7.922
H  -2.573  10.070  -9.216
H  -3.637  7.898  -9.590
H  -4.712  8.463  -8.531
H  -2.278  6.998  -7.394
H  -5.074  7.344  -6.372
H  -4.051  8.310  -5.885
H  -4.202  5.256  -5.585
H  -4.352  6.391  -4.332
H  -2.228  4.263  -3.876
H  -2.970  5.478  -2.885
H  -1.264  5.478  -3.066
C  5.356  9.186  -5.458
O  5.736  8.014  -4.780
C  5.359  6.883  -5.471
C  5.712  5.587  -4.777
N  7.100  5.286  -4.856
C  7.358  4.226  -3.991
C  7.142  2.784  -4.711
O  5.795  2.426  -4.671
C  5.547  1.770  -3.443
H  5.861  9.256  -6.421
H  5.776  10.001  -4.869
H  4.283  9.159  -5.648
H  5.663  6.712  -6.504
H  4.277  6.831  -5.587
H  5.259  4.796  -5.375
H  5.334  5.555  -3.755
H  7.421  6.155  -4.455
H  6.982  4.393  -2.982
H  8.398  4.293  -3.670
H  7.714  1.979  -4.252
H  7.538  2.959  -5.712
H  6.371  1.135  -3.116
H  4.582  1.264  -3.408
H  5.289  2.458  -2.638
C  1.532  -10.231  9.045
O  2.394  -9.292  8.495
C  3.762  -9.603  8.181
C  4.230  -8.815  6.930
N  3.995  -9.401  5.636
C  2.634  -9.581  5.414
C  1.824  -8.266  5.251
O  2.523  -7.389  4.319
C  2.079  -6.035  4.106
H  0.535  -9.920  9.359
H  2.022  -10.577  9.955
H  1.289  -11.094  8.425
H  3.802  -10.667  7.951
H  4.456  -9.398  8.996
H  5.317  -8.741  6.981
H  3.812  -7.813  7.033
H  4.214  -8.772  4.878
H  2.169  -10.202  6.180
H  2.383  -10.133  4.509
H  1.499  -7.967  6.248
H  0.953  -8.408  4.611
H  2.021  -5.724  3.062
H  2.639  -5.251  4.617
H  1.065  -5.902  4.481
C  8.002  2.835  6.896
O  6.958  2.586  7.826
C  6.210  1.330  7.679
C  4.736  1.447  8.022
N  3.949  2.263  7.038
C  3.618  1.592  5.764
C  2.286  2.007  5.035
O  2.475  2.673  3.792
C  3.073  3.889  3.980
H  7.623  3.070  5.902
H  8.753  2.058  6.759
H  8.651  3.681  7.123
H  6.723  0.469  8.108
H  6.232  1.065  6.622
H  4.657  2.211  8.796
H  4.366  0.462  8.305
H  4.553  3.053  6.864
H  3.652  0.517  5.937
H  4.338  1.805  4.974
H  1.744  2.649  5.729
H  1.759  1.055  4.975
H  2.541  4.573  4.642
H  3.195  4.460  3.059
H  4.106  3.759  4.302
C  -1.031  -0.321  -6.689
O  -2.075  -0.876  -5.865
C  -2.002  -1.992  -5.061
C  -3.480  -2.477  -4.797
N  -4.393  -1.351  -4.602
C  -5.334  -0.949  -5.695
C  -6.179  0.186  -5.142
O  -5.522  1.427  -5.092
C  -6.557  2.312  -4.749
H  -0.301  0.282  -6.148
H  -1.405  0.351  -7.462
H  -0.592  -1.138  -7.262
H  -1.455  -1.743  -4.151
H  -1.507  -2.885  -5.441
H  -3.390  -3.093  -3.903
H  -3.810  -3.119  -5.614
H  -3.709  -0.608  -4.617
H  -5.751  -1.750  -6.306
H  -4.623  -0.622  -6.454
H  -6.578  0.039  -4.139
H  -7.127  0.257  -5.675
H  -6.052  3.114  -4.212
H  -7.470  2.160  -4.174
H  -7.035  2.716  -5.642
C  6.574  5.950  3.006
O  5.729  6.959  3.464
C  5.351  7.931  2.398
C  4.202  7.350  1.401
N  4.898  6.611  0.403
C  3.965  6.017  -0.616
C  3.624  4.612  -0.221
O  4.777  3.859  0.084
C  4.702  2.463  0.291
H  7.520  6.323  2.613
H  6.175  5.090  2.468
H  6.919  5.474  3.924
H  6.236  8.429  2.003
H  4.921  8.809  2.881
H  3.485  8.164  1.295
H  3.614  6.614  1.950
H  5.080  5.794  0.968
H  4.659  5.989  -1.456
H  3.096  6.655  -0.778
H  3.277  4.144  -1.142
H  2.852  4.527  0.544
H  4.221  1.930  -0.529
H  4.223  2.334  1.262
H  5.676  2.003  0.462

# 5
Formula: C5H6O
Source: the OMol25 dataset
Level of theory: ωB97M-V with the def2-TZVPD basis set

Its orbital gap is 10.72 eV. Its SMILES is CCC#CC=O. The value obtained for the strongest force on any atom is 0.8 eV/A. The calculation puts the energy above the lowest of the compared OMol25 structures with the same formula, charge and spin at 179.6 kJ/mol. Its electronic energy is -269.27785 a.u.

Cartesian coordinates (Å):
C  0.853  0.921  1.331
C  -0.580  0.381  1.202
C  -0.662  -0.266  -0.102
C  -0.441  -0.671  -1.220
C  -0.255  -1.298  -2.506
O  0.769  -1.250  -3.148
H  1.573  0.092  1.345
H  1.068  1.536  0.458
H  0.955  1.513  2.244
H  -1.287  1.218  1.219
H  -0.842  -0.319  2.006
H  -1.152  -1.856  -2.828

# 6
Formula: C18H36N2O9P
Source: the OMol25 dataset
Level of theory: ωB97M-V with the def2-TZVPD basis set

Its orbital gap is 6.31 eV. The value obtained for the strongest force on any atom is 1.2 eV/A. As for the net charge: +1. Its electronic energy is -1835.17922 a.u.

Cartesian coordinates (Å):
N  4.971  -0.216  0.774
P  5.373  0.190  -0.821
O  4.651  1.660  -0.873
O  4.217  -0.723  -1.715
C  3.188  -1.343  -1.083
O  2.949  -2.503  -1.254
C  2.233  -0.569  -0.203
C  1.659  0.633  -0.619
C  0.760  1.261  0.206
N  0.469  0.719  1.398
C  0.991  -0.442  1.824
C  1.881  -1.119  1.032
H  4.411  0.500  1.224
H  5.817  -0.360  1.313
H  4.131  1.785  -1.675
H  1.890  1.043  -1.590
H  0.274  2.181  -0.078
H  -0.181  1.204  2.004
H  0.693  -0.845  2.781
H  2.306  -2.061  1.343
C  -1.280  -4.039  7.683
O  -1.926  -2.844  7.297
C  -1.069  -1.853  6.777
C  -1.689  -1.138  5.596
O  -1.809  -1.912  4.410
C  -2.777  -2.958  4.375
C  -4.217  -2.502  4.371
O  -4.609  -2.006  5.634
C  -5.524  -0.933  5.582
H  -0.755  -3.921  8.636
H  -2.049  -4.801  7.798
H  -0.568  -4.372  6.919
H  -0.109  -2.288  6.476
H  -0.875  -1.104  7.557
H  -1.006  -0.324  5.331
H  -2.641  -0.684  5.871
H  -2.601  -3.685  5.168
H  -2.599  -3.463  3.423
H  -4.841  -3.369  4.117
H  -4.357  -1.739  3.595
H  -5.223  -0.188  4.836
H  -5.528  -0.460  6.563
H  -6.537  -1.279  5.354
C  2.016  0.162  -4.242
O  1.432  1.416  -4.503
C  2.333  2.382  -5.027
C  1.705  3.212  -6.124
O  1.467  2.518  -7.328
C  0.403  1.583  -7.393
C  -0.981  2.186  -7.361
O  -1.314  2.669  -6.069
C  -2.100  3.841  -6.082
H  2.593  0.188  -3.311
H  1.210  -0.564  -4.131
H  2.667  -0.169  -5.055
H  3.234  1.895  -5.415
H  2.630  3.065  -4.217
H  2.435  3.983  -6.386
H  0.808  3.721  -5.764
H  0.503  0.803  -6.634
H  0.519  1.105  -8.367
H  -1.699  1.405  -7.643
H  -1.040  2.992  -8.100
H  -1.715  4.573  -6.799
H  -2.055  4.278  -5.085
H  -3.146  3.622  -6.322